11
Properties=species:S:1:pos:R:3:forces:R:3:lowdin_charge:R:1 method="wB97M-V/def2-TZVPD" lumo_ev=-0.21 relative_energy_kj_mol=311.2 homo_energy_ev=-8.575 homo_lumo_gap_ev=8.3653
H -2.83440 -0.64107 -0.13240 0.1742 -0.0487 -0.0160 0.1426
H 2.27113 0.57210 -0.12079 -0.1539 0.0283 -0.0333 0.0870
O -1.11079 0.40512 0.12380 -0.0521 -0.2173 0.0914 0.0246
C -1.75189 -0.72048 -0.04749 -0.0368 0.0613 0.0150 -0.1957
H 0.42734 -0.14764 1.37333 -0.0276 0.1853 0.1154 0.1583
H 1.14545 1.90139 0.22850 0.0375 -0.1208 -0.1178 0.0831
C 0.27755 -0.05623 0.28295 0.2248 -0.0787 0.0950 -0.3993
C 0.27573 -1.52033 0.02344 -0.2829 0.2004 -0.0911 0.0144
H 1.11522 1.10442 -1.35873 -0.0489 -0.1316 0.1302 0.0868
N -1.07237 -1.84059 -0.08534 0.1386 0.1293 -0.1715 0.0335
C 1.25703 0.94331 -0.28727 0.0271 -0.0076 -0.0173 -0.0354



18
Properties=species:S:1:pos:R:3:forces:R:3:lowdin_charge:R:1 method="wB97M-V/def2-TZVPD" lumo_ev="-3.43 / -11.53" relative_energy_kj_mol=151.0 homo_energy_ev="-15.108 / -15.092" total_charge=+1 multiplicity=2 homo_lumo_gap_ev="11.6769 / 3.5570"
O -1.30112 2.47249 -1.58434 -0.1482 0.1580 -0.9719 0.2215
H -1.26816 -3.68908 1.08953 -0.1610 -0.2669 -0.0437 0.0500
H 0.04769 -0.00510 -4.13831 -0.7862 0.4364 -0.7233 0.1165
O 0.80747 -0.43254 -3.74302 0.8297 0.0292 -0.6265 0.3106
H -0.78740 -1.45535 -0.59445 -0.1574 -0.4426 0.3121 0.0317
H 0.58078 -0.51639 -2.81683 -0.2679 -0.3761 1.8450 0.0642
H -0.39491 -2.98011 2.10278 0.2026 -0.0429 0.2217 0.0454
H -1.64533 1.62400 -1.30539 -0.4123 -0.8601 0.2132 0.0789
O 0.41906 2.51871 1.03858 -0.2852 0.0564 -0.5927 -0.0287
H 0.64654 -0.32945 2.68731 -0.2500 -0.1078 0.3154 0.0373
H 0.92031 2.48410 1.85331 0.1603 0.2509 0.1612 0.0440
H 0.39285 -0.68152 -0.04663 0.4440 -0.1106 0.4204 0.0254
H -0.13328 1.73734 1.06327 -0.0870 -0.3559 0.2384 0.0195
O 1.51368 -0.36227 2.28331 -0.2140 -0.1051 -0.4935 -0.0316
O -0.22865 -0.69927 -0.77440 -0.0844 0.7312 -0.9375 -0.0412
H 1.92702 0.46364 2.53484 0.3515 0.1055 0.1281 0.0349
H -0.65733 2.70232 -0.91431 0.9082 0.5570 0.8158 0.0607
O -0.83922 -2.85151 1.26476 -0.0427 0.3434 -0.2821 -0.0391



61
Properties=species:S:1:pos:R:3:forces:R:3:lowdin_charge:R:1 method="wB97M-V/def2-TZVPD" lumo_ev=2.58 homo_energy_ev=-4.115 total_charge=-1 homo_lumo_gap_ev=6.6902
H -1.09854 6.58711 -0.66605 0.0053 0.0582 -0.0021 0.0750
H 1.75587 2.06078 0.89968 -0.0175 -0.0040 0.0171 0.0611
C -3.46557 4.86440 -2.19258 0.1126 0.0021 0.0189 -0.3324
H -3.48151 -0.76134 -2.94043 0.0061 -0.0277 0.0209 0.0716
C 1.18907 2.24786 1.81137 -0.0106 -0.1340 0.0573 -0.0555
C -1.79660 -2.61048 -2.65628 0.0169 -0.0353 -0.0336 -0.0315
C -0.08586 0.01193 2.02336 0.0381 0.1718 0.0114 -0.3110
H 2.12671 1.47779 4.14098 -0.0183 -0.0203 -0.0135 0.1063
H 1.67306 -0.12603 -0.22175 -0.0132 -0.1695 0.1030 0.0707
H -0.12494 -5.55313 -3.17528 -0.0187 0.0207 -0.0056 0.0673
O -2.92481 3.77875 -1.89598 -0.5310 -0.1301 -0.3069 -0.2974
C 1.79893 -0.58956 5.88312 -0.0403 0.0236 -0.0653 -0.0616
H -2.27571 -2.13707 3.19402 0.0307 0.0100 0.0059 0.0826
H -0.68711 -4.49489 -4.47444 -0.0041 -0.0125 0.0347 0.0767
C -0.88764 -4.82371 -3.45157 -0.0044 0.0696 0.0365 -0.0599
H -3.51466 -0.27851 -1.24097 -0.0217 0.0239 0.0517 0.0597
O -2.70659 5.93147 -1.71621 0.2657 0.3981 0.2435 -0.2266
H 2.49867 0.21605 6.10930 -0.0209 -0.0182 -0.0048 0.0679
C 1.41462 0.74541 3.77071 -0.0201 -0.0598 0.0168 -0.0264
H -1.04981 -3.09511 2.36546 -0.0264 0.0803 0.0023 0.0771
H 2.42021 3.07071 -3.89678 -0.0215 -0.0046 0.0071 0.0921
H 3.80373 -0.13744 -1.42894 -0.0057 -0.0180 0.0237 0.0921
H 0.85549 -3.48205 1.16307 0.0160 0.0400 -0.0507 0.0803
C -0.44022 -1.07383 2.84183 -0.1759 -0.0197 0.0648 -0.3194
C 0.76935 1.43976 -1.37511 -0.0402 -0.0982 0.0740 -0.4240
H 1.08400 -1.74141 1.19332 0.0874 0.0127 -0.0535 0.0373
H 2.03835 -2.73209 0.09652 -0.0378 -0.0021 -0.0146 0.0847
C -1.48742 -2.09540 2.43835 0.0555 0.0573 0.1457 -0.0726
C 1.04803 -2.60192 0.54187 0.0611 0.0164 -0.2156 -0.0676
C 0.82226 0.96609 2.52556 -0.0242 -0.0502 -0.0129 -0.2576
H 0.30402 2.80911 1.52122 -0.0609 0.0196 -0.0431 0.0680
C -0.00722 -3.57291 -1.44483 0.0096 0.0251 0.0595 -0.0326
C -2.86348 -0.45886 -2.09529 0.1222 -0.0809 0.0478 -0.0926
C -0.90355 -1.43471 -0.72041 0.0953 -0.0777 -0.0684 -0.2592
H -0.77871 5.09927 -1.57756 0.0537 -0.0017 -0.0574 0.0612
H 4.21783 1.45940 -3.28604 -0.0138 -0.0022 0.0094 0.0813
C -0.89175 -3.65393 -2.49916 -0.0193 -0.0456 -0.0471 -0.2799
C -1.51617 5.63192 -0.97433 -0.2297 0.1509 -0.1971 -0.1403
H -1.85619 -5.33009 -3.45562 0.0285 0.0118 -0.0014 0.0748
H 1.06861 -0.64155 6.69456 0.0187 0.0036 -0.0259 0.0748
Li -1.78776 2.71351 -1.25664 0.1902 -0.2779 0.2017 0.5147
H 1.79607 2.87456 2.46712 -0.0187 -0.0334 -0.0004 0.0707
H -1.72609 5.03217 -0.08743 -0.0490 -0.0154 0.0910 0.0694
H -2.39562 0.48883 -2.35296 0.0459 0.0686 -0.0176 0.0534
C 1.12340 -0.36387 4.55276 0.0616 0.0575 0.0068 -0.2791
As -1.16652 0.25162 0.35846 0.0542 -0.1353 -0.1057 1.2704
C 0.00672 -2.49242 -0.55345 -0.0524 0.0398 -0.0003 -0.2614
H -2.50458 -2.64560 -3.48051 0.0158 0.0087 0.0449 0.1119
H -1.95759 -1.87693 1.48442 -0.0320 -0.0373 0.0584 0.0267
N -0.45279 1.49832 -0.73944 0.4562 0.1082 -0.1953 -0.3730
H 0.71382 -4.37371 -1.29425 -0.0220 0.0409 -0.0005 0.1129
C 1.04901 2.35194 -2.42731 -0.0389 -0.1613 0.1039 -0.0557
C 0.17372 -1.25394 4.07583 -0.0563 -0.0525 0.0176 -0.0344
C 2.26081 2.35516 -3.09746 -0.0906 -0.0339 0.1077 -0.1192
H -0.10470 -2.11565 4.68081 0.0116 0.0460 -0.0457 0.1192
H 0.27515 3.05668 -2.71657 0.0181 0.0166 -0.0252 0.0867
C 1.81718 0.55540 -1.04426 0.0552 0.1017 -0.1861 -0.0770
C -1.82325 -1.51922 -1.80002 0.0332 0.0145 0.0358 -0.2769
C 3.03076 0.56427 -1.72275 -0.1208 0.0473 0.0051 -0.1096
C 3.27163 1.45676 -2.75964 -0.0994 -0.0069 0.0696 -0.1393
H 2.35586 -1.52968 5.88461 -0.0092 0.0209 0.0019 0.0750



10
Properties=species:S:1:pos:R:3:forces:R:3:lowdin_charge:R:1 method="wB97M-V/def2-TZVPD" lumo_ev=0.67 relative_energy_kj_mol=318.9 homo_energy_ev=-9.786 homo_lumo_gap_ev=10.4593
O -1.68363 1.16976 -0.00732 -0.7986 -1.3844 0.0895 0.0470
H 1.46655 -1.24384 0.88186 0.0372 0.0057 -0.0600 0.0876
C 1.34618 -0.61683 -0.00181 0.2150 0.2052 0.0180 -0.0699
N -2.66539 -1.14231 0.00042 0.5205 0.2129 0.0395 0.1425
C -0.35370 1.15023 -0.00019 0.9202 -1.3888 -0.0078 -0.1938
H 0.19717 2.08569 0.00827 -0.1349 -0.0710 -0.0255 0.1583
N 0.02241 -0.06213 -0.00028 0.5895 0.9395 0.0088 -0.0059
H 2.11136 0.16419 -0.00081 0.0662 -0.0906 -0.0001 0.0827
C -1.90685 -0.26384 0.00748 -1.4474 1.5633 -0.1218 -0.3361
H 1.46590 -1.24092 -0.88763 0.0324 0.0082 0.0593 0.0877



10
Properties=species:S:1:pos:R:3:forces:R:3:lowdin_charge:R:1 method="wB97M-V/def2-TZVPD" lumo_ev="-0.47 / -0.48" relative_energy_kj_mol=383.6 homo_energy_ev="-9.176 / -8.749" homo_lumo_gap_ev="8.7053 / 8.2677"
C -0.75174 1.11169 0.02715 2.3079 0.0283 0.1418 -0.3160
H -0.80950 2.03970 -0.36664 -0.9205 3.4007 -0.3581 0.0771
O -2.15502 -0.76458 -0.11409 -1.0837 0.9892 0.0481 0.0672
C -2.09863 0.41119 -0.06277 -1.5830 -2.9441 -0.2115 -0.0448
C 0.54106 -0.75376 -0.34169 -2.2453 0.5710 2.8749 -0.1452
H 1.20078 -1.14143 -1.00929 2.1253 -1.5079 -1.5180 0.0438
H 0.86900 -0.70420 0.74644 -0.1051 -0.5836 -1.0366 0.1170
H -0.45183 -1.33650 -0.36214 0.9608 -0.1750 0.1324 0.1046
N 0.13321 0.48580 -0.77373 0.3270 0.1426 -0.7080 -0.0348
H -0.62445 1.06840 1.10212 0.2166 0.0787 0.6351 0.1311



Record order is preserved below.
F_max: 0.36, 1.90, 0.63, 2.13, 3.69 eV Å⁻¹